8 unconnected molecules or ions with the total composition C39H70N2O14S. Source: the Open Molecules 2025 dataset; level of theory: ωB97M-V/def2-TZVPD.

```
126
Properties=species:S:1:pos:R:3
C -4.493 -2.290 1.778
C -3.092 -1.500 1.659
C -1.867 -2.210 2.457
C -0.733 -1.083 2.665
C -0.323 -0.810 4.198
C -1.645 -0.659 5.126
C -2.680 0.510 4.948
C -3.941 0.486 5.901
C -4.106 -0.646 6.973
C -3.097 -1.836 7.158
N -3.106 -2.951 8.082
S -1.667 -3.795 7.673
N -0.892 -2.925 6.401
C -1.837 -1.812 6.209
H -4.388 -3.409 1.981
H -5.146 -1.748 2.566
H -5.028 -2.176 0.769
H -3.261 -0.413 2.011
H -2.778 -1.499 0.547
H -2.246 -2.700 3.420
H -1.421 -3.062 1.817
H -1.134 -0.088 2.234
H 0.210 -1.423 2.106
H 0.292 0.170 4.242
H 0.383 -1.637 4.572
H -2.481 1.307 4.150
H -4.732 1.319 5.787
H -5.015 -0.634 7.684
C 3.518 1.267 -1.831
C 2.282 2.093 -1.531
O 1.134 1.259 -1.293
C 0.840 0.707 -0.101
C 1.880 0.729 0.984
O -0.221 0.143 0.066
H 3.790 0.627 -0.988
H 4.366 1.913 -2.061
H 3.337 0.607 -2.680
H 2.432 2.791 -0.703
H 2.041 2.701 -2.407
H 2.431 -0.214 0.971
H 1.373 0.837 1.945
H 2.577 1.561 0.912
C -9.646 -1.613 1.581
C -8.882 -1.926 0.310
O -7.665 -2.630 0.600
C -7.581 -3.963 0.779
C -8.845 -4.758 0.948
O -6.498 -4.496 0.871
H -9.947 -2.524 2.105
H -10.543 -1.031 1.358
H -9.019 -1.045 2.273
H -9.485 -2.470 -0.421
H -8.587 -0.989 -0.169
H -9.047 -4.885 2.013
H -8.700 -5.738 0.489
H -9.713 -4.319 0.462
C 4.731 1.785 6.141
C 4.501 3.242 5.794
O 4.249 3.405 4.389
C 3.044 3.250 3.809
C 1.931 2.622 4.598
O 2.887 3.552 2.645
H 3.851 1.175 5.925
H 4.976 1.675 7.200
H 5.552 1.377 5.545
H 3.706 3.697 6.390
H 5.410 3.809 6.009
H 1.892 1.555 4.373
H 0.990 3.089 4.297
H 2.013 2.766 5.673
C 2.882 3.047 -7.325
C 4.061 2.104 -7.459
O 4.733 1.937 -6.200
C 4.355 1.063 -5.249
C 3.014 0.397 -5.370
O 5.062 0.876 -4.281
H 2.130 2.656 -6.636
H 2.409 3.212 -8.295
H 3.208 4.010 -6.923
H 3.781 1.138 -7.885
H 4.794 2.542 -8.141
H 2.281 0.957 -4.785
H 3.096 -0.617 -4.972
H 2.663 0.296 -6.393
C 0.239 -4.493 -8.046
C 0.618 -3.717 -6.801
O 1.181 -2.436 -7.145
C 0.461 -1.334 -7.411
C -1.020 -1.463 -7.627
O 1.018 -0.264 -7.546
H -0.530 -3.975 -8.624
H -0.136 -5.484 -7.782
H 1.105 -4.606 -8.704
H -0.215 -3.607 -6.103
H 1.399 -4.262 -6.265
H -1.220 -1.543 -8.697
H -1.504 -0.565 -7.235
H -1.471 -2.305 -7.107
C 4.766 5.773 1.930
C 5.183 6.587 3.138
O 5.766 7.840 2.743
C 5.061 8.948 2.450
C 3.573 8.838 2.264
O 5.630 10.002 2.273
H 3.999 6.285 1.344
H 4.373 4.800 2.238
H 5.619 5.616 1.264
H 4.363 6.743 3.844
H 5.961 6.046 3.682
H 3.354 8.727 1.201
H 3.111 9.756 2.634
H 3.116 8.022 2.819
C -0.481 -4.357 -0.579
C 0.073 -5.433 -1.488
O -0.590 -5.425 -2.762
C -0.255 -4.622 -3.785
C 0.688 -3.478 -3.533
O -0.764 -4.784 -4.875
H -0.319 -3.358 -0.990
H -0.009 -4.405 0.405
H -1.561 -4.478 -0.459
H 1.157 -5.365 -1.610
H -0.126 -6.413 -1.046
H 0.108 -2.572 -3.345
H 1.303 -3.334 -4.423
H 1.379 -3.646 -2.710
```

Spin multiplicity   1
Structure (SMILES)   CCCCCc1cccc2nsnc12.CCOC(C)=O.CCOC(C)=O.CCOC(C)=O.CCOC(C)=O.CCOC(C)=O.CCOC(C)=O.CCOC(C)=O
Frontier orbital gap   7.153 eV
Molecular weight   823.1 g mol⁻¹
Largest force on an atom   6.13 eV Å⁻¹
Electronic energy   -84052.225 eV

A molecular structure, C23H35N6O3SeTl. Source: the Open Molecules 2025 dataset; level of theory: ωB97M-V/def2-TZVPD.

```
69
Properties=species:S:1:pos:R:3
Tl -1.956 1.736 0.927
C -4.452 3.173 0.154
C -4.776 2.024 0.905
C -4.247 2.187 2.205
C -3.589 3.441 2.249
C -3.720 4.044 0.978
H -4.727 3.357 -0.875
H -5.362 1.182 0.565
H -4.342 1.487 3.023
H -3.109 3.872 3.116
H -3.339 5.015 0.697
N 0.192 1.442 3.092
C -0.065 0.461 4.141
C 1.190 -0.274 4.655
C 1.948 -1.163 3.653
C 1.518 -2.634 3.573
N 0.295 -2.872 2.813
C 0.214 -2.751 1.490
N -0.933 -2.401 0.938
N 1.276 -3.032 0.699
C -1.142 -0.555 3.721
O -1.335 -1.508 4.504
O -1.685 -0.409 2.592
H 0.624 1.008 2.282
H 0.818 2.166 3.424
H -0.481 1.003 4.995
H 0.906 -0.870 5.524
H 1.883 0.494 5.010
H 3.000 -1.174 3.952
H 1.933 -0.730 2.645
H 1.336 -3.023 4.574
H 2.330 -3.234 3.157
H -0.557 -2.653 3.346
H -1.540 -1.806 1.527
H -1.016 -2.277 -0.066
H 2.150 -3.227 1.155
H 1.353 -2.456 -0.131
C 1.689 -0.839 -3.854
N 2.683 -0.049 -3.158
C 2.588 0.392 -1.879
Se 1.213 0.134 -0.698
N 3.712 1.108 -1.634
C 4.537 1.135 -2.750
C 5.765 1.724 -2.995
C 6.311 1.536 -4.256
C 5.651 0.788 -5.232
C 4.419 0.200 -4.983
C 3.877 0.391 -3.724
H 0.820 -0.936 -3.208
H 2.086 -1.829 -4.084
H 1.404 -0.337 -4.778
H 3.867 1.556 -0.748
H 6.277 2.305 -2.239
H 7.269 1.980 -4.488
H 6.109 0.664 -6.204
H 3.907 -0.380 -5.739
C -4.504 -0.809 -1.860
C -3.569 0.248 -2.439
C -2.242 -0.493 -2.478
O -2.268 -1.420 -1.383
C -3.603 -1.498 -0.847
H -4.824 -1.513 -2.631
H -5.390 -0.380 -1.393
H -3.513 1.105 -1.765
H -3.873 0.601 -3.424
H -1.378 0.161 -2.346
H -2.129 -1.054 -3.413
H -3.629 -0.982 0.119
H -3.851 -2.549 -0.694
```

Spin multiplicity   1
Frontier orbital gap   6.735 eV
Molecular weight   726.9 g mol⁻¹
Largest force on an atom   0.13 eV Å⁻¹
Electronic energy   -109543.444 eV
Relative energy (zero: lowest compared OMol25 entry of this formula, charge and spin)   2.26 kcal per mole

A molecular structure, C24H24ClNO6. Source: the Open Molecules 2025 dataset; level of theory: ωB97M-V/def2-TZVPD.

```
56
Properties=species:S:1:pos:R:3
C 0.064 -2.989 -0.339
C 0.355 -1.495 -0.582
H 1.396 -1.199 -0.893
H 0.065 -1.031 0.352
C -0.692 -1.072 -1.812
C -2.216 -1.147 -1.250
C -2.946 -2.187 -1.729
C -4.251 -2.355 -1.711
O -4.937 -3.232 -2.182
O -4.778 -1.642 -0.636
C -4.231 -0.374 -0.012
C -5.038 0.227 0.798
C -4.367 1.023 1.453
C -3.054 1.661 1.319
C -2.309 0.874 0.235
C -2.906 -0.267 -0.196
O -0.979 1.104 0.132
C -0.559 2.392 0.755
C 0.992 2.900 0.130
O 1.347 3.921 0.564
N 1.479 1.818 -0.567
H 0.952 1.036 -0.510
C 2.855 2.118 -0.929
C 2.976 1.190 -2.045
O 2.258 0.470 -2.820
O 4.258 1.431 -2.869
H 4.282 0.656 -3.644
H 3.030 3.220 -1.285
C 3.853 1.603 0.185
C 3.808 0.175 0.589
C 4.467 -0.702 -0.176
C 4.244 -2.156 0.124
C 3.432 -2.389 1.304
C 2.691 -1.549 1.918
C 2.870 -0.174 1.555
H 2.414 0.883 2.102
H 2.066 -1.659 2.574
Cl 3.174 -4.055 2.031
H 4.791 -2.879 -0.234
H 5.030 -0.451 -0.828
H 3.879 2.242 1.076
H 4.778 1.876 -0.125
H -0.565 2.302 1.797
H -1.210 3.166 0.467
H -2.780 2.484 1.738
C -5.018 1.919 2.561
H -4.608 1.825 3.591
H -5.098 2.884 2.322
H -6.156 1.684 2.561
H -6.078 -0.125 1.122
H -2.370 -2.644 -2.685
H -0.463 0.201 -1.866
H -0.334 -1.358 -2.695
H 0.764 -3.461 0.425
H -0.885 -3.296 -0.001
H 0.258 -3.401 -1.155
```

Spin multiplicity   1
Frontier orbital gap   8.684 eV
Molecular weight   457.9 g mol⁻¹
Largest force on an atom   16.95 eV Å⁻¹
Electronic energy   -51561.524 eV
Relative energy (zero: lowest compared OMol25 entry of this formula, charge and spin)   357.28 kcal per mole

C2H3ClO in the gas phase. Source: the Open Molecules 2025 dataset; level of theory: ωB97M-V/def2-TZVPD.

```
7
Properties=species:S:1:pos:R:3
C 0.482 0.433 -0.217
C -0.376 -0.618 0.440
O -0.219 -1.114 1.491
Cl -1.982 -0.973 -0.421
H 0.661 0.342 -1.382
H -0.099 1.356 0.009
H 1.534 0.574 0.081
```

Spin multiplicity   1
Structure (SMILES)   CC(=O)Cl
Frontier orbital gap   11.609 eV
Molecular weight   78.5 g mol⁻¹
Largest force on an atom   2.84 eV Å⁻¹
Electronic energy   -16692.312 eV
Relative energy (zero: lowest compared OMol25 entry of this formula, charge and spin)   3.85 kcal per mole

2 unconnected molecules or ions with the total composition CH8NS. Source: the Open Molecules 2025 dataset; level of theory: ωB97M-V/def2-TZVPD.

```
11
Properties=species:S:1:pos:R:3
N -1.668 -0.989 -0.636
H -1.213 -0.040 -0.843
H -1.390 -1.654 -1.352
H -2.670 -0.809 -0.733
H -1.506 -1.346 0.303
C 1.529 0.891 1.069
S 0.631 1.099 -0.561
H 1.222 -0.066 1.465
H 1.218 1.781 1.610
H 2.589 1.002 0.858
H 1.258 0.130 -1.181
```

Spin multiplicity   1
Frontier orbital gap   9.700 eV
Molecular weight   66.1 g mol⁻¹
Largest force on an atom   1.71 eV Å⁻¹
Electronic energy   -13485.149 eV
Net charge   +1
Relative energy (zero: lowest compared OMol25 entry of this formula, charge and spin)   6.00 kcal per mole

A molecular structure, C27H32BrGaN5O. Source: the Open Molecules 2025 dataset; level of theory: ωB97M-V/def2-TZVPD.

```
67
Properties=species:S:1:pos:R:3
C 1.601 1.358 -3.283
C 0.381 2.482 -3.320
O -0.593 2.257 -4.409
Ga -2.176 1.627 -3.557
Br -1.926 -0.498 -2.392
H 2.664 1.882 -3.393
H 1.442 0.490 -4.072
H 1.536 0.865 -2.198
H 0.886 3.557 -3.367
H -0.223 2.416 -2.302
H -3.248 1.358 -4.749
H -2.745 2.736 -2.517
N -4.009 1.007 1.127
C -2.857 0.446 0.698
C -1.833 0.047 1.542
C -1.996 0.238 2.910
C -3.171 0.815 3.382
C -4.139 1.177 2.460
H -2.776 0.321 -0.378
H -0.930 -0.401 1.143
H -1.215 -0.061 3.603
H -3.328 0.977 4.443
H -5.075 1.628 2.780
N 3.971 -0.226 -1.663
C 4.364 -0.680 -2.873
C 5.685 -0.720 -3.290
C 6.665 -0.261 -2.416
C 6.292 0.215 -1.163
C 4.945 0.211 -0.836
H 3.563 -1.024 -3.521
H 5.944 -1.098 -4.273
H 7.711 -0.275 -2.708
H 7.031 0.579 -0.459
H 4.604 0.569 0.132
N -1.287 -3.827 -5.601
C -1.896 -2.843 -4.903
C -3.255 -2.580 -4.967
C -4.040 -3.371 -5.799
C -3.442 -4.391 -6.532
C -2.076 -4.579 -6.399
H -1.240 -2.251 -4.271
H -3.690 -1.778 -4.382
H -5.109 -3.194 -5.876
H -4.026 -5.025 -7.190
H -1.563 -5.365 -6.947
N -2.665 -0.359 6.759
C -3.902 -0.899 6.691
C -4.161 -2.252 6.834
C -3.087 -3.108 7.058
C -1.801 -2.582 7.131
C -1.643 -1.214 6.978
H -4.706 -0.191 6.512
H -5.175 -2.631 6.773
H -3.251 -4.175 7.174
H -0.943 -3.222 7.303
H -0.660 -0.755 7.031
N 3.762 2.050 1.436
C 2.636 2.043 2.181
C 2.218 3.113 2.956
C 3.004 4.261 2.972
C 4.171 4.297 2.216
C 4.504 3.178 1.470
H 2.058 1.124 2.138
H 1.302 3.053 3.533
H 2.710 5.119 3.569
H 4.806 5.176 2.208
H 5.403 3.159 0.861
```

Spin multiplicity   1
Frontier orbital gap   7.456 eV
Molecular weight   592.2 g mol⁻¹
Largest force on an atom   2.69 eV Å⁻¹
Electronic energy   -160434.953 eV
Net charge   -1